A:
ORCA calculation (ωB97M-V/def2-TZVPD) on the molecule C5H6N2.

```
13
Properties=species:S:1:pos:R:3:lowdin_charge:R:1
C -1.49811 0.09027 -2.44519 -0.131
C -0.61880 0.39975 -1.31165 -0.128
C 0.06260 -0.57175 -0.73854 -0.087
C -0.06847 0.06975 1.74832 -0.153
C 1.46987 0.37834 1.21941 0.000
H -0.99351 1.25462 -0.97014 0.042
H 0.23829 -1.41969 -1.28772 0.091
H -0.32253 -0.84683 2.62845 0.189
H -0.64447 0.95522 1.49550 0.075
H 1.64561 1.14266 0.49450 0.067
H 2.37191 0.09251 1.75023 0.067
N -2.03842 -0.79666 -3.26511 0.091
N 0.39602 -0.74819 0.68192 -0.123
```

Calculated values
- HOMO (eV) = -9.4705
- 2S+1 = 1

B:
ORCA calculation (ωB97M-V/def2-TZVPD) on the molecule C5H6N2.

```
13
Properties=species:S:1:pos:R:3:lowdin_charge:R:1
C 0.94490 -0.65460 2.09545 -0.060
C 0.50398 -0.30412 0.68535 -0.325
C -0.29627 -1.14081 -0.19805 -0.074
C -0.86351 0.61156 -1.58417 -0.119
C 0.02993 1.30204 -0.81059 -0.155
H 1.60261 -1.62429 1.92683 0.113
H 0.20826 -0.65923 2.96690 0.095
H 1.53583 0.05263 2.68348 0.060
H -0.20981 -2.16914 0.07871 0.095
H -1.57438 1.16841 -2.12443 0.091
H 0.36071 2.36354 -0.97157 0.118
N -1.08553 -0.65883 -1.17199 0.074
N 0.53734 0.94219 0.35944 0.087
```

Calculated values
- HOMO (eV) = -9.4474
- 2S+1 = 1

C:
ORCA calculation (ωB97M-V/def2-TZVPD) on the molecule C5H6N2.

```
13
Properties=species:S:1:pos:R:3:lowdin_charge:R:1
N 1.96876 0.44963 1.76071 0.161
C 1.41025 0.38834 0.74910 -0.198
C 0.64482 0.33118 -0.52059 -0.362
C 0.30486 -1.12097 -0.83904 -0.134
C -0.64998 -1.78552 -0.20216 0.027
C -0.96715 1.71135 0.51327 -0.032
N -0.56037 1.15238 -0.54658 0.016
H 1.30153 0.72056 -1.30624 0.142
H 0.89680 -1.59722 -1.61611 0.101
H -1.24638 -1.31581 0.57712 0.068
H -0.87323 -2.82180 -0.43680 0.062
H -1.87881 2.30666 0.45889 0.075
H -0.46321 1.64288 1.48544 0.074
```

Calculated values
- HOMO (eV) = -10.4645
- 2S+1 = 1

B ends up most stable, edging out the next structure by 0.102 eV.

A:
ORCA calculation (ωB97M-V/def2-TZVPD) on the molecule C5H6N2.

```
13
Properties=species:S:1:pos:R:3:lowdin_charge:R:1
N 0.02185 -0.48579 2.91080 0.167
C -0.51170 -0.28207 1.90485 -0.172
C -1.20711 0.00664 0.66592 -0.268
C -0.44523 0.49946 -0.51226 -0.255
C 1.08774 0.62719 -0.48983 -0.259
C 1.36291 -0.81368 -0.76184 0.144
N -1.06160 -0.85716 -0.49888 0.059
H -2.22372 0.36464 0.80501 0.144
H -0.96996 1.19728 -1.16091 0.140
H 1.38602 1.33744 -1.26920 0.107
H 1.45462 0.96510 0.48492 0.098
H 1.27264 -0.95332 -1.85809 0.033
H -0.33490 -1.55620 -0.29331 0.060
```

Calculated values
- HOMO (alpha / beta) (eV) = -9.1361 / -9.1369
- 2S+1 = 1

B:
ORCA calculation (ωB97M-V/def2-TZVPD) on the molecule C5H6N2.

```
13
Properties=species:S:1:pos:R:3:lowdin_charge:R:1
C -2.76697 0.33656 -0.15610 -0.156
C -1.06186 -1.94310 -0.07698 0.035
C -0.56924 -0.79389 0.34048 -0.116
C -1.29950 0.49533 0.06312 -0.315
C 0.70619 1.69132 -0.05973 -0.094
N -3.86234 0.28000 -0.48156 0.161
N -0.74268 1.62393 -0.04628 0.047
H -0.61106 -2.94271 0.06642 0.073
H -2.08875 -2.09588 -0.42730 0.069
H 0.29488 -0.57192 0.91442 0.082
H 1.19444 0.90629 0.38397 0.026
H 0.90463 2.62242 0.63416 0.129
H 0.94349 1.99512 -1.00863 0.058
```

Calculated values
- HOMO (eV) = -10.3743
- 2S+1 = 1

B ends up most stable, edging out the next structure by 3.290 eV.

A:
ORCA calculation (ωB97M-V/def2-TZVPD) on the molecule C5H6N2.

```
13
Properties=species:S:1:pos:R:3:lowdin_charge:R:1
C -1.45940 -0.59383 0.02190 -0.256
C -2.15129 0.74958 -0.10684 0.156
C 0.24405 0.96698 0.55716 -0.234
N 1.49879 1.28019 0.41281 0.072
C 2.07842 0.12038 -0.04891 -0.153
C 1.15309 -0.87897 -0.20092 -0.063
N -0.04316 -0.31163 0.19183 -0.103
H -1.65454 -1.12411 -0.92500 0.136
H -1.84853 -1.19660 0.84692 0.105
H -1.64402 1.23849 -0.96486 0.013
H -0.57715 1.58575 0.93806 0.119
H 3.14432 0.07886 -0.23069 0.096
H 1.25942 -1.91510 -0.49147 0.111
```

Calculated values
- HOMO (alpha / beta) (eV) = -9.0437 / -9.0863
- 2S+1 = 1

B:
ORCA calculation (ωB97M-V/def2-TZVPD) on the molecule C5H6N2.

```
13
Properties=species:S:1:pos:R:3:lowdin_charge:R:1
N -2.07140 -0.53966 1.22802 0.151
C -1.38338 0.50884 1.21745 -0.125
C -0.57301 -0.65748 0.96559 -0.305
C -0.08639 -0.97915 -0.43012 -0.155
C 1.07311 -0.07467 -0.84110 -0.272
C 0.98479 1.36893 -0.83742 -0.122
N 1.59759 0.94219 0.17013 0.150
H 0.02111 -1.07325 1.78019 0.123
H -0.92498 -0.86937 -1.13118 0.115
H 0.23847 -2.02438 -0.48714 0.107
H 1.84641 -0.54294 -1.45023 0.112
H -1.50614 1.58248 1.29290 0.111
H 0.66103 2.31786 -1.25136 0.111
```

Calculated values
- HOMO (eV) = -10.0122
- 2S+1 = 1

C:
ORCA calculation (ωB97M-V/def2-TZVPD) on the molecule C5H6N2.

```
13
Properties=species:S:1:pos:R:3:lowdin_charge:R:1
N -2.48480 1.10084 0.72895 0.166
C -1.80774 0.58996 -0.05622 -0.181
C -0.87861 -0.00441 -0.99675 -0.246
C 0.57640 0.25998 -0.89926 -0.202
C 1.00668 0.47950 0.53988 -0.109
C 0.39737 -0.91236 0.80561 -0.154
N 0.02898 -1.10173 -0.63340 0.018
H -1.28592 -0.14284 -1.99189 0.142
H 1.14458 0.50300 -1.79036 0.135
H 2.08453 0.50429 0.70459 0.107
H 0.53853 1.33830 1.02458 0.104
H 1.13472 -1.67049 1.07634 0.112
H -0.45471 -0.94404 1.48793 0.107
```

Calculated values
- HOMO (eV) = -9.8432
- 2S+1 = 1

D:
ORCA calculation (ωB97M-V/def2-TZVPD) on the molecule C5H6N2.

```
13
Properties=species:S:1:pos:R:3:lowdin_charge:R:1
C -2.01163 -0.64003 -0.00554 -0.088
C -0.57210 -0.55148 0.01702 -0.358
C 1.58800 0.50006 0.02036 -0.092
C 0.13190 0.78969 -0.13969 -0.235
C -0.51039 1.92613 0.08252 0.117
H -2.39383 -0.52514 1.11754 0.128
H -2.52370 0.09835 -0.83222 0.131
H -2.34397 -1.69560 -0.44778 0.115
H 2.61974 0.97024 -0.03440 0.129
H 0.02968 2.77795 -0.04807 0.042
H -1.57301 2.04706 0.11663 0.069
N 0.39677 -1.44639 0.05694 0.052
N 1.66471 -0.81347 -0.01690 -0.010
```

Calculated values
- HOMO (eV) = -9.5623
- 2S+1 = 1

C ends up most stable, edging out the next structure by 1.058 eV.

A:
ORCA calculation (ωB97M-V/def2-TZVPD) on the molecule C5H6N2.

```
13
Properties=species:S:1:pos:R:3:lowdin_charge:R:1
N 2.37692 1.27697 1.46976 0.158
C 1.83347 0.68563 0.63572 -0.182
C 1.12716 0.27975 -0.55980 -0.244
C 0.00340 -0.63242 -0.91044 -0.205
C -1.01752 -1.03365 0.12557 -0.110
C -0.92352 0.42030 0.60914 -0.144
N -0.23237 0.82626 -0.68568 0.025
H 1.75700 0.46122 -1.42888 0.144
H 0.02972 -1.01451 -1.92888 0.134
H -1.96884 -1.18488 -0.39468 0.113
H -0.82913 -1.87465 0.79494 0.105
H -1.85467 0.96578 0.75916 0.111
H -0.29728 0.53465 1.49986 0.097
```

Calculated values
- HOMO (eV) = -9.8387
- 2S+1 = 1

B:
ORCA calculation (ωB97M-V/def2-TZVPD) on the molecule C5H6N2.

```
13
Properties=species:S:1:pos:R:3:lowdin_charge:R:1
C 0.91922 -1.17983 -0.13008 -0.072
C 0.19047 -1.09391 1.25785 -0.041
C -0.38575 0.19479 0.70361 -0.352
N -1.26281 1.16242 0.74232 0.101
C -1.09408 1.75493 -0.49909 -0.158
C -0.14545 1.11917 -1.27217 -0.062
N 0.31573 0.12618 -0.44176 -0.043
H 0.56117 -1.98161 -0.78099 0.115
H 2.01187 -1.16813 -0.10740 0.111
H -0.53163 -1.89290 1.44167 0.106
H 0.85528 -0.99061 2.11916 0.104
H -1.67131 2.62922 -0.77198 0.091
H 0.23729 1.32028 -2.26113 0.100
```

Calculated values
- HOMO (eV) = -8.5983
- 2S+1 = 1

C:
ORCA calculation (ωB97M-V/def2-TZVPD) on the molecule C5H6N2.

```
13
Properties=species:S:1:pos:R:3:lowdin_charge:R:1
C 1.03005 -0.83606 -0.64798 -0.065
C -0.13410 -1.57074 0.09450 -0.038
C -0.63743 -0.15451 0.35645 -0.252
N -1.31465 0.82483 1.00567 0.040
C -0.79040 2.10591 0.65875 -0.129
C 0.27685 1.81543 -0.15575 -0.145
N 0.35237 0.43104 -0.29262 -0.037
H 1.09720 -0.99894 -1.72643 0.116
H 2.01362 -0.93474 -0.18015 0.119
H -0.76894 -2.19050 -0.54422 0.105
H 0.17653 -2.13785 0.97609 0.108
H -2.25516 1.15595 1.10521 0.105
H 0.95406 2.49021 -0.64952 0.075
```

Calculated values
- HOMO (eV) = -7.6925
- 2S+1 = 1

B ends up most stable, edging out the next structure by 1.450 eV.